# C9H14O

2 unconnected molecules or ions with the total composition C9H14O at a distorted geometry (wB97M-V/def2-TZVPD, OMol25).

Properties
ΔE to the lowest compared entry with this formula, charge and spin: 0.933 eV
Orbital gap: 9.2 eV
E_LUMO: 0.85 eV
Total energy: -11606.704 eV
SMILES: Cc1ccc(O)cc1.CC
Strongest force on any atom: 1.92 eV Å⁻¹

Geometry as ORCA input:
```
! RIJCOSX wB97M-V def2-TZVPD def2/J DEFGRID3
* xyz 0 1
C 1.816 2.314 -1.417
C 2.487 1.073 -0.784
H 0.738 2.306 -1.270
H 2.342 3.185 -1.027
H 2.076 2.313 -2.484
H 2.869 1.318 0.223
H 1.767 0.260 -0.749
H 3.356 0.794 -1.410
C -0.727 -0.628 3.000
C -0.931 0.246 -0.676
C -1.442 -0.954 -1.225
C -0.600 0.330 0.662
C -0.939 -0.741 1.523
C -1.448 -2.084 -0.453
C -1.269 -1.930 0.928
O -1.989 -0.751 -2.469
H -0.551 0.944 -1.410
H -0.284 1.319 0.982
H -1.572 -3.096 -0.855
H -2.197 -1.614 -2.850
H -0.898 -1.578 3.546
H -1.459 -0.039 3.553
H -1.410 -2.816 1.524
H 0.264 -0.172 3.140
*
```